A molecular structure, C38H104N9O12V. Source: the OMol25 dataset; level of theory: the ωB97M-V functional and the def2-TZVPD basis.

Summary:
Relative energy (zero: lowest compared OMol25 entry of this formula, charge and spin): 0.0 kcal per mole
HOMO level: -8.58 eV
Multiplicity: 1
Kohn-Sham gap: 9.05 eV
Net charge: 0

Each line ends with the Mulliken charge.
Cartesian coordinates (Å):
O 10.828926 13.108103 15.598130  -0.477
V 11.962021 13.316354 16.667861  0.745
O 12.336141 14.832466 16.561533  -0.987
C 15.237485 12.788010 14.175515  -0.920
C 13.799506 13.105236 14.471642  2.397
O 13.382171 12.662452 15.694404  2.372
H 16.042986 13.100570 14.847913  0.052
H 15.637318 13.309162 13.302971  0.783
H 15.320068 11.698999 13.918673  -0.370
H 13.215877 12.635722 13.635501  -1.482
H 13.593084 14.193647 14.351627  -1.598
C 10.291836 10.056610 19.095192  -1.820
C 10.595076 10.085100 17.596306  -0.161
C 9.407897 10.648066 16.827706  1.118
O 8.479207 9.553419 16.670778  -0.476
C 7.607892 9.750898 15.579207  -0.454
N 11.803262 10.928738 17.304323  -0.145
H 9.427212 9.402790 19.215065  0.542
H 10.117899 11.074905 19.418807  0.192
H 11.198669 9.696881 19.559460  0.417
H 10.780038 9.094005 17.263878  0.597
H 9.838337 11.037295 15.861825  -0.793
H 8.983437 11.511419 17.423988  0.189
H 7.037984 10.666127 15.732089  0.285
H 6.985840 8.882494 15.503789  0.369
H 8.225098 9.778026 14.660029  0.031
H 12.275485 10.573482 16.469841  -0.007
H 12.502454 10.617297 17.959067  0.393
C 17.179314 13.632337 20.287607  -0.877
C 17.733737 14.767321 19.432001  0.699
C 16.699331 15.902827 19.320931  -0.901
O 15.397029 15.555262 18.746493  -0.225
C 15.374344 15.709232 17.377432  -0.649
N 18.962876 15.225028 20.046486  -0.722
H 16.786037 14.124619 21.197480  0.484
H 17.930079 12.864303 20.478918  0.322
H 16.338280 13.144179 19.748305  -0.233
H 17.941354 14.370286 18.408693  0.122
H 17.011990 16.746576 18.680920  0.326
H 16.447866 16.145910 20.364124  0.336
H 16.264436 15.411307 16.867291  0.430
H 15.222668 16.762826 17.136668  0.484
H 14.451954 15.215678 17.009229  -0.201
H 19.443541 15.899204 19.406700  0.306
H 18.711559 15.746341 20.899349  0.294
C 18.163175 12.675134 11.618907  -0.383
C 18.311188 11.738194 10.453490  1.067
C 17.118854 11.861666 9.498080  -1.186
O 15.875317 11.762542 10.200037  0.192
C 14.790114 11.637845 9.291526  -0.620
N 19.520567 11.903900 9.767348  -0.691
H 19.163112 12.848799 12.023122  0.479
H 17.555179 12.356485 12.411310  -0.746
H 17.792856 13.636896 11.282890  0.367
H 18.244302 10.687128 10.847062  -0.049
H 17.162847 11.008674 8.777702  0.420
H 17.095531 12.803453 8.948661  0.308
H 14.640742 12.540720 8.684649  0.290
H 13.857007 11.534261 9.858903  -0.089
H 14.958718 10.823881 8.580352  0.417
H 19.449512 11.406641 8.905130  0.230
H 19.898784 12.840402 9.637026  0.234
C 11.430628 12.468637 10.978767  -0.809
C 10.406374 12.890672 12.022186  0.320
C 10.223515 11.848500 13.141995  0.779
O 9.935031 10.517934 12.651725  -0.475
C 8.769164 10.451526 11.831271  -0.962
N 10.896971 14.066437 12.706652  0.103
H 11.191448 11.478046 10.522880  0.550
H 12.440382 12.293827 11.375584  -0.337
H 11.526726 13.270206 10.217916  0.462
H 9.523918 13.103604 11.442304  0.538
H 9.403731 12.147574 13.861951  0.571
H 11.136705 11.818760 13.678417  -1.807
H 8.939015 10.924312 10.862196  0.329
H 7.997045 10.996073 12.371738  0.384
H 8.477985 9.360482 11.772915  0.262
H 10.917926 14.883158 12.077072  0.092
H 10.443342 14.255792 13.568816  -0.282
C 13.211720 13.162538 21.014865  -1.478
C 12.500251 12.731063 19.684721  0.833
C 11.109155 13.564467 19.639858  -1.153
O 10.551572 13.530377 18.262304  0.365
C 9.330588 14.299450 18.051978  -0.948
N 13.273219 12.957622 18.485727  0.920
H 14.015281 12.431796 21.277340  0.261
H 12.475926 13.048165 21.804744  0.493
H 13.657005 14.165511 20.873609  0.291
H 12.184259 11.684893 19.655504  -0.156
H 11.247280 14.654537 19.917866  0.406
H 10.379638 13.148623 20.324560  0.542
H 9.049357 14.043350 17.045302  0.215
H 9.501390 15.345812 17.995981  0.250
H 8.535009 14.055377 18.784327  0.265
H 13.947935 12.169093 18.345363  -0.692
H 13.760281 13.870137 18.627480  -0.242
C 11.933576 18.977063 9.667770  -1.293
C 13.478764 18.880551 9.619307  0.820
C 13.923401 17.480958 9.255888  -1.079
O 13.343272 16.558733 10.185400  0.042
C 13.835658 15.267823 9.970871  -0.876
N 14.074315 19.735247 8.606565  -0.638
H 11.713685 19.985092 10.062091  0.426
H 11.487106 18.177422 10.289760  -0.094
H 11.531158 18.896425 8.670824  0.559
H 13.868099 19.065949 10.611158  0.111
H 15.012262 17.405404 9.265147  0.386
H 13.603060 17.262802 8.233377  0.289
H 14.959343 15.291425 9.962465  0.415
H 13.434697 14.974722 8.971991  0.529
H 13.469812 14.563914 10.744765  -0.187
H 13.379625 20.324525 8.166965  0.248
H 14.832037 20.331252 8.931598  0.242
C 9.931790 17.134094 14.193787  -1.203
C 11.238587 17.970101 13.942706  -0.219
C 12.315256 16.973372 13.544285  1.850
O 13.536871 17.783127 13.311665  -0.614
C 14.705014 16.985678 13.307087  0.279
N 11.077767 19.072081 12.909617  -0.741
H 9.612935 16.564146 13.300203  0.264
H 9.081800 17.782679 14.399477  0.455
H 10.133532 16.364642 14.991629  0.095
H 11.469469 18.395682 14.890963  0.388
H 11.969278 16.486476 12.617316  -0.501
H 12.481672 16.281898 14.344061  -0.523
H 14.694636 16.223781 14.160515  -0.379
H 15.621632 17.591018 13.389767  0.455
H 14.773948 16.432642 12.337612  -0.211
H 10.638610 18.658679 12.046709  0.319
H 12.030849 19.352661 12.624121  0.339
C 17.134571 10.700752 18.960752  -1.989
C 16.325690 11.179426 17.782977  2.222
C 17.062359 10.850624 16.495459  0.243
O 18.348947 11.524892 16.397851  -0.518
C 18.822409 11.691890 15.058604  -0.314
N 15.021816 10.441853 17.792527  -0.414
H 17.519409 9.670166 18.768267  0.456
H 16.550492 10.727513 19.885231  0.412
H 18.021068 11.285640 19.143850  0.332
H 16.255819 12.263166 17.765895  -0.872
H 16.482430 11.188324 15.650660  -0.696
H 17.151258 9.761344 16.517785  0.340
H 19.604784 12.413386 15.304444  0.427
H 18.121305 12.288449 14.426726  -0.069
H 19.160935 10.717966 14.624295  0.203
H 14.496377 10.522185 16.926438  -0.008
H 15.180277 9.509922 18.115572  0.251
C 13.709730 7.760151 14.631355  -1.888
C 13.829409 9.217118 14.266555  1.829
C 14.009777 9.320561 12.703888  -0.149
O 15.042821 8.497026 12.162855  -0.570
C 16.350362 8.929614 12.443935  -0.162
N 12.768770 10.036634 14.788764  0.318
H 13.717649 7.482769 15.694643  0.342
H 14.571006 7.257512 14.217636  0.450
H 12.835402 7.243104 14.219086  0.367
H 14.750400 9.609153 14.710462  -1.183
H 14.238530 10.363301 12.468858  -0.152
H 13.117805 8.922481 12.215182  0.376
H 16.558777 9.838515 11.868245  -0.241
H 16.932237 8.119640 12.063956  0.418
H 16.474419 8.987474 13.533641  0.092
H 11.884495 9.837779 14.326871  0.086
H 12.947292 11.024830 14.863169  -0.810

Atoms 1-6, force components in eV/Å:
-1.9 -0.1 -0.8
0.9 -1.2 0.2
0.2 2.2 0.3
1.3 -0.7 -1.0
-0.3 1.3 -1.5
0.8 -1.2 0.9

=====

A molecular structure, C39H50Cl3GeInN2O6. Source: the OMol25 dataset; level of theory: the ωB97M-V functional and the def2-TZVPD basis.

Summary:
Relative energy (zero: lowest compared OMol25 entry of this formula, charge and spin): 39.5 kcal per mole
HOMO level (alpha / beta): -10.00 / -10.43 eV
Multiplicity: 2
Kohn-Sham gap (alpha / beta): 5.79 / 5.72 eV
Net charge: +1

Each line ends with the Mulliken charge.
Cartesian coordinates (Å):
In -0.751862 -1.691415 -1.161324  0.748
C -0.911852 5.982908 -1.205113  -1.312
C -1.618965 5.276110 -0.034696  2.032
C -2.944828 5.994306 0.228480  -2.250
C -0.746869 5.381793 1.225786  -1.646
C -1.806847 3.811047 -0.412391  -0.648
C -0.712699 3.026158 -0.626284  -0.457
C -0.862078 1.688349 -1.066818  -0.665
N 0.097454 0.798657 -1.191919  -0.038
C 1.411229 0.989635 -1.277559  -1.278
C 2.027875 2.137233 -1.828310  -0.203
C 3.386995 2.229097 -1.897047  -0.527
C 4.186209 1.116040 -1.435715  -0.111
C 3.690110 -0.049797 -0.956902  -0.585
C 2.234780 -0.161566 -0.828883  1.269
O 1.667953 -1.143286 -0.337347  -0.594
C 4.578175 -1.239774 -0.597296  2.226
C 6.061771 -0.913518 -0.778212  -2.202
C 4.222478 -2.405827 -1.539704  -1.642
C 4.367935 -1.667969 0.865856  -1.689
C 4.102367 3.442692 -2.463180  1.948
C 5.085483 3.982985 -1.410346  -1.675
C 4.880568 3.022415 -3.722371  -1.644
C 3.131324 4.563754 -2.835382  -2.021
C -2.233479 1.152550 -1.332973  1.129
O -2.333912 0.085741 -1.941154  -0.933
C -3.381409 1.947926 -0.891791  -0.251
C -3.128582 3.226489 -0.525874  0.033
C -4.768870 1.319272 -0.839288  2.253
C -5.238312 0.859980 -2.229416  -1.724
C -4.697647 0.102627 0.104459  -1.651
C -5.803380 2.297745 -0.282884  -2.259
H -0.748960 7.033754 -0.957121  0.489
H -1.518595 5.935298 -2.111939  0.358
H 0.057560 5.528103 -1.418920  0.082
H -2.740593 7.038387 0.467203  0.444
H -3.481402 5.560931 1.075643  0.441
H -3.595263 5.979580 -0.648420  0.427
H -0.678570 6.424751 1.538623  0.461
H 0.267807 5.020466 1.048927  0.312
H -1.178059 4.806427 2.047888  0.361
H 0.282677 3.394641 -0.418447  1.064
H 1.388085 2.910498 -2.229524  1.074
H 5.259072 1.220801 -1.509353  0.460
H 6.306254 -0.675478 -1.816676  0.410
H 6.650247 -1.786084 -0.493005  0.442
H 6.371987 -0.080783 -0.141672  0.431
H 4.332532 -2.101821 -2.583332  0.348
H 3.201007 -2.747741 -1.379620  0.329
H 4.898163 -3.244582 -1.356644  0.443
H 4.592774 -0.842186 1.545757  0.330
H 5.046469 -2.491328 1.098269  0.493
H 3.348270 -1.999852 1.044293  0.270
H 5.865289 3.259755 -1.166836  0.321
H 4.562982 4.247191 -0.487841  0.370
H 5.575209 4.879362 -1.794727  0.481
H 5.638275 2.269129 -3.496569  0.348
H 5.387373 3.892033 -4.144995  0.446
H 4.207284 2.615359 -4.479762  0.361
H 2.559274 4.899235 -1.965849  0.321
H 2.435567 4.255910 -3.619065  0.379
H 3.694897 5.417600 -3.212225  0.492
H -3.964822 3.854426 -0.260502  0.667
H -4.598656 0.080494 -2.634580  0.326
H -5.258543 1.695805 -2.933300  0.348
H -6.252439 0.462792 -2.146008  0.484
H -4.047507 -0.678602 -0.289121  0.299
H -5.696835 -0.321458 0.227125  0.502
H -4.325909 0.393887 1.090042  0.274
H -5.927571 3.170069 -0.930219  0.433
H -5.542679 2.636800 0.723205  0.429
H -6.768422 1.793263 -0.222647  0.431
C 0.534365 -1.751995 3.926261  -0.985
C -0.946040 -1.486067 3.617164  -0.304
C -1.112600 -0.949254 2.267734  0.170
N -1.227678 -0.523219 1.207748  -0.128
H 0.637461 -2.122391 4.944450  0.338
H 1.121387 -0.840159 3.825871  0.392
H 0.942426 -2.495633 3.241675  0.151
H -1.369506 -0.771119 4.321880  0.408
H -1.529076 -2.405609 3.684475  0.173
O -2.451093 -3.232149 0.662111  -0.472
C -2.121319 -4.382116 0.515403  0.208
O -1.942360 -4.871418 -0.718794  -0.085
C -1.884220 -5.302108 1.667817  -0.399
C -0.774472 -5.062471 2.463195  -0.457
C -0.484236 -5.880543 3.560183  -1.071
C -1.357749 -6.907100 3.810047  1.020
O -1.306471 -7.827547 4.809470  -0.496
C -2.451350 -8.671849 4.645631  -0.250
O -3.161494 -8.209380 3.492118  -0.505
C -2.470777 -7.139978 3.015962  0.811
C -2.765580 -6.359656 1.930427  -0.615
H -0.109616 -4.243336 2.210793  0.673
H 0.390570 -5.720337 4.176385  0.488
H -3.091585 -8.597191 5.523107  0.272
H -2.128255 -9.699779 4.489738  0.265
H -3.630628 -6.546611 1.305692  0.587
Cl 0.266599 -7.193771 -0.143286  -0.232
Ge -1.208294 -6.367748 -1.394573  0.708
Cl -0.353818 -5.630556 -3.168344  -0.236
Cl -2.809984 -7.678119 -1.722798  -0.247

Atoms 1-6, force components in eV/Å:
0.1 0.0 -0.1
0.0 0.0 0.0
0.0 0.1 0.0
0.0 0.0 0.0
0.0 -0.1 0.0
0.0 -0.1 -0.1

=====

Q: net charge of number 2 (C39H50Cl3GeInN2O6)?
A: +1